ORCA calculation (ωB97M-V/def2-TZVPD) on one molecule with the formula C20H29N3O3S2.

Structure (XYZ):
```
57
Properties=species:S:1:pos:R:3
C -3.266 -3.144 0.070
C -4.670 -2.628 0.270
S -4.561 -0.932 0.896
O -3.720 -0.889 2.054
O -5.891 -0.394 1.009
N -3.724 -0.195 -0.355
C -3.040 1.037 -0.009
C -3.951 2.249 -0.190
C -1.754 1.169 -0.849
C -0.990 2.399 -0.454
C -0.414 3.310 -1.288
C 0.282 4.334 -0.607
C 0.229 4.187 0.740
S -0.669 2.795 1.204
N -0.956 -0.057 -0.823
C 0.140 -0.005 -1.776
C 0.817 -1.376 -1.870
N 1.345 -1.772 -0.582
C 2.608 -1.314 -0.205
C 3.681 -1.439 -1.098
C 4.955 -1.056 -0.748
C 5.225 -0.543 0.520
O 6.526 -0.192 0.764
C 6.847 0.319 2.032
C 4.179 -0.434 1.423
C 2.895 -0.810 1.062
C 0.262 -1.802 0.375
C -0.468 -0.457 0.489
H -2.740 -2.498 -0.629
H -2.741 -3.120 1.021
H -3.271 -4.164 -0.309
H -5.243 -2.573 -0.651
H -5.225 -3.193 1.014
H -4.325 -0.083 -1.159
H -2.778 0.942 1.048
H -4.869 2.092 0.373
H -3.469 3.154 0.170
H -4.200 2.384 -1.242
H -2.057 1.293 -1.899
H -0.489 3.257 -2.360
H 0.795 5.139 -1.102
H 0.665 4.806 1.498
H -0.262 0.272 -2.754
H 0.903 0.741 -1.491
H 1.608 -1.335 -2.616
H 0.078 -2.123 -2.178
H 3.520 -1.861 -2.078
H 5.771 -1.156 -1.446
H 6.307 1.249 2.242
H 6.638 -0.407 2.825
H 7.916 0.524 2.007
H 4.339 -0.049 2.418
H 2.118 -0.695 1.801
H 0.634 -2.114 1.350
H -0.447 -2.558 0.024
H -1.316 -0.573 1.164
H 0.227 0.289 0.907
```

Summary:
- HOMO-LUMO gap: 7.8 eV
- Total energy: -53493.075 eV
- HOMO level: -0.266 hartree
- LUMO: 0.546 eV
- SMILES string: CCS(=O)(=O)N[C@H](C)[C@@H](c1cccs1)N1CCN(c2ccc(OC)cc2)CC1

***

ORCA calculation (ωB97M-V/def2-TZVPD) on C20H29N3O3Si2 as an isolated structure.

Structure (XYZ):
```
57
Properties=species:S:1:pos:R:3
C -4.325 0.546 -3.238
C -3.269 -0.259 -4.006
C -1.832 0.181 -3.729
C -1.472 0.161 -2.237
Si -1.226 -1.561 -1.545
O -2.263 -1.845 -0.285
Si -1.942 -2.263 1.278
C -3.559 -2.226 2.205
C -3.670 -2.964 3.559
N -5.067 -2.934 3.955
N -3.168 -4.342 3.515
N -2.949 -2.295 4.634
H -3.934 1.520 -2.932
H -4.657 0.038 -2.331
H -5.208 0.734 -3.848
H -3.366 -1.322 -3.764
H -3.458 -0.179 -5.079
H -1.667 1.179 -4.145
H -1.157 -0.485 -4.277
H -0.548 0.721 -2.063
H -2.245 0.666 -1.651
H -1.457 -2.577 -2.597
H 0.160 -1.731 -1.034
H -0.982 -1.283 1.854
H -1.283 -3.592 1.303
H -3.807 -1.174 2.379
H -4.337 -2.594 1.524
H -5.104 -3.228 4.926
H -5.597 -3.622 3.431
H -2.155 -4.369 3.473
H -3.500 -4.806 2.676
H -3.271 -1.335 4.700
H -1.954 -2.264 4.446
C 0.722 3.863 0.655
C 0.272 2.548 0.591
C 1.167 1.519 0.354
C 2.517 1.798 0.174
C 2.967 3.117 0.235
C 2.065 4.147 0.478
C 4.408 3.453 0.041
O 4.802 4.597 0.108
C 5.343 2.325 -0.245
C 6.688 2.608 -0.457
C 7.577 1.581 -0.722
C 7.129 0.265 -0.775
C 5.791 -0.022 -0.564
C 4.893 1.006 -0.299
C 3.457 0.667 -0.080
O 3.067 -0.479 -0.111
H 0.021 4.665 0.842
H -0.779 2.327 0.727
H 0.842 0.487 0.305
H 2.440 5.160 0.523
H 7.011 3.639 -0.409
H 8.623 1.802 -0.888
H 7.826 -0.536 -0.981
H 5.417 -1.036 -0.599
```

Summary:
- HOMO-LUMO gap: 8.4 eV
- Total energy: -47581.670 eV
- HOMO level: -0.347 hartree
- LUMO: -1.025 eV

***

ORCA calculation (ωB97M-V/def2-TZVPD) on C20H29N3P2RuS as an isolated structure at a distorted geometry.

Structure (XYZ):
```
56
Properties=species:S:1:pos:R:3
C -1.632 2.901 -2.874
C -1.359 1.758 -2.132
C -0.006 1.467 -1.840
C 1.026 2.348 -2.194
C 0.734 3.456 -2.991
C -0.600 3.732 -3.320
C 2.335 1.981 -1.566
C 2.614 0.548 -1.894
C 1.565 -0.306 -1.525
C 1.723 -1.711 -1.512
C 2.913 -2.233 -2.014
C 3.910 -1.389 -2.514
C 3.764 0.003 -2.460
H -2.675 3.143 -3.076
H 1.554 4.095 -3.332
H -0.837 4.613 -3.918
H 3.150 2.657 -1.823
H 3.057 -3.315 -1.984
H 4.819 -1.823 -2.930
H 4.539 0.674 -2.846
N 0.346 0.286 -1.178
Ru -0.194 0.161 0.878
C -2.407 0.834 -1.592
H -2.270 -0.194 -1.964
H -3.419 1.162 -1.855
C 0.598 -2.543 -0.966
H -0.311 -2.446 -1.583
H 0.868 -3.607 -0.943
P -2.254 0.715 0.252
P 0.098 -1.999 0.738
C 1.300 -2.880 1.790
H 1.058 -2.716 2.852
H 1.288 -3.957 1.560
H 2.302 -2.474 1.591
C -1.412 -2.963 1.008
H -1.153 -4.031 1.062
H -1.886 -2.656 1.950
H -2.116 -2.801 0.181
C -2.592 2.390 0.857
H -3.538 2.754 0.440
H -2.645 2.356 1.952
H -1.775 3.056 0.559
C -3.726 -0.239 0.703
H -3.777 -0.361 1.791
H -4.609 0.315 0.354
H -3.696 -1.226 0.227
H 2.131 1.982 -0.436
H 1.182 -0.320 1.537
N 0.317 -1.307 4.844
C 0.044 -0.138 4.245
N 0.622 0.970 4.718
S -1.144 -0.068 2.993
H 0.835 -1.327 5.717
H -0.173 -2.142 4.546
H 0.381 1.873 4.325
H 1.133 0.941 5.593
```

Summary:
- Spin multiplicity: 5
- ⟨S²⟩: 6.05
- HOMO-LUMO gap (spin up / spin down): 6.5 / 5.7 eV
- Total energy: -57660.812 eV
- HOMO level (spin up / spin down): -0.451 / -0.526 hartree
- LUMO (spin up / spin down): -5.723 / -8.581 eV
- Net charge: +2

***

ORCA calculation (ωB97M-V/def2-TZVPD) on C20H29N4O5S6V as an isolated structure.

Structure (XYZ):
```
65
Properties=species:S:1:pos:R:3
V 0.087 -0.453 -0.156
C 2.942 -0.911 -0.958
C 2.220 -2.241 -1.307
N 0.974 -2.424 -0.556
C 1.144 -3.204 0.687
C 0.228 -2.692 1.782
N 0.273 -1.225 1.862
C 1.488 -0.641 2.453
C 2.666 -0.554 1.477
N 2.270 -0.155 0.108
H 3.989 -1.102 -0.694
H 2.945 -0.269 -1.840
H 1.956 -2.236 -2.362
H 2.895 -3.090 -1.146
H 0.274 -2.924 -1.120
H 0.902 -4.254 0.504
H 2.188 -3.158 0.996
H -0.793 -2.977 1.525
H 0.499 -3.154 2.741
H -0.534 -0.899 2.380
H 1.236 0.366 2.783
H 1.811 -1.204 3.339
H 3.382 0.163 1.886
H 3.179 -1.512 1.416
H 2.462 0.838 0.009
S -7.319 -3.391 -0.295
C -5.677 -3.133 -0.318
S -4.495 -4.375 -0.279
C -3.027 -3.405 -0.430
C -3.259 -2.075 -0.547
S -2.202 -0.682 -0.783
S -4.952 -1.593 -0.524
S -1.573 -4.355 -0.410
C -1.351 -2.447 -3.675
O -0.054 -1.962 -3.349
C 0.264 -0.760 -4.003
C -0.435 0.473 -3.472
O 0.187 0.942 -2.276
C -0.213 2.283 -2.007
H -1.420 -2.627 -4.755
H -2.128 -1.744 -3.364
H -1.492 -3.371 -3.119
H 0.031 -0.845 -5.075
H 1.345 -0.617 -3.906
H -1.493 0.281 -3.279
H -0.348 1.261 -4.230
H -0.158 2.874 -2.926
H 0.482 2.699 -1.285
H -1.231 2.312 -1.612
O 3.068 3.392 3.044
S 2.226 3.814 1.954
O 2.731 4.842 1.085
N 1.715 2.522 1.102
C 0.412 2.327 1.248
O -0.248 1.388 0.750
C -0.276 3.351 2.095
C -1.621 3.438 2.403
C -2.030 4.491 3.213
C -1.112 5.422 3.696
C 0.240 5.327 3.382
C 0.626 4.276 2.576
H -2.317 2.706 2.014
H -3.076 4.592 3.474
H -1.459 6.232 4.324
H 0.957 6.048 3.751
```

Summary:
- Spin multiplicity: 2
- ⟨S²⟩: 0.76
- HOMO-LUMO gap (spin up / spin down): 5.8 / 5.7 eV
- Total energy: -128110.169 eV
- HOMO level (spin up / spin down): -0.131 / -0.126 hartree
- LUMO (spin up / spin down): 2.262 / 2.251 eV
- Net charge: -1

***

ORCA calculation (ωB97M-V/def2-TZVPD) on a 4-piece molecular cluster, C20H29NO11S2Si overall at a distorted geometry.

Structure (XYZ):
```
64
Properties=species:S:1:pos:R:3
C 2.478 -0.377 3.534
C 1.898 0.886 2.983
O 2.217 1.389 1.929
O 0.914 1.453 3.760
C -0.407 1.256 3.191
Si -1.728 1.105 4.579
S -0.688 1.147 6.448
S -3.090 2.739 4.405
C -2.551 -0.556 4.322
C -2.018 -1.726 4.795
C -2.581 -2.947 4.580
N -3.707 -3.082 3.886
C -4.238 -1.954 3.462
C -3.738 -0.695 3.635
H 2.511 -0.358 4.620
H 1.899 -1.247 3.230
H 3.497 -0.516 3.186
H -0.598 2.132 2.571
H -0.413 0.374 2.546
H -0.909 2.397 6.887
H -3.582 2.655 3.157
H -1.099 -1.683 5.368
H -2.123 -3.846 4.963
H -5.166 -2.040 2.904
H -4.256 0.167 3.248
C 0.806 4.119 0.703
C -0.394 5.016 0.548
C -0.087 6.492 0.585
O -1.298 7.044 1.121
C -1.886 6.081 1.874
O -2.796 6.264 2.614
O -1.291 4.880 1.668
H 0.516 3.077 0.588
H 1.568 4.345 -0.043
H 1.241 4.218 1.699
H -0.945 4.751 -0.359
H 0.118 6.907 -0.400
H 0.737 6.740 1.259
C 1.503 -1.985 -2.267
C 1.647 -0.513 -2.567
C 2.450 0.258 -1.545
O 1.872 1.566 -1.629
C 0.597 1.421 -2.059
O -0.217 2.287 -2.039
O 0.375 0.161 -2.502
H 0.984 -2.491 -3.078
H 2.476 -2.457 -2.136
H 0.907 -2.138 -1.366
H 2.052 -0.369 -3.573
H 3.511 0.294 -1.778
H 2.318 -0.115 -0.526
C -0.590 -4.509 -7.242
C 0.751 -4.323 -6.575
C 1.715 -5.468 -6.779
O 2.507 -5.416 -5.586
C 1.746 -4.854 -4.615
O 2.021 -4.839 -3.462
O 0.620 -4.308 -5.143
H -1.204 -3.617 -7.121
H -0.472 -4.705 -8.307
H -1.136 -5.335 -6.784
H 1.198 -3.373 -6.882
H 2.342 -5.342 -7.658
H 1.219 -6.440 -6.826
```

Summary:
- HOMO-LUMO gap: 9.9 eV
- Total energy: -74773.329 eV
- HOMO level: -0.352 hartree
- LUMO: 0.330 eV
- SMILES string: CC(=O)OC[Si](S)(S)c1ccncc1.C[C@@H]1COC(=O)O1.C[C@@H]1COC(=O)O1.C[C@@H]1COC(=O)O1

***

ORCA calculation (ωB97M-V/def2-TZVPD) on C20H30AgNO9P3 as an isolated structure at a distorted geometry.

Structure (XYZ):
```
64
Properties=species:S:1:pos:R:3
C 5.521 -1.001 1.314
C 5.252 0.378 0.422
O 3.942 0.960 0.768
C 3.929 2.421 0.601
C 3.957 2.933 -0.965
C 2.860 2.208 -1.943
C 1.532 3.151 -2.273
C 0.566 3.260 -0.955
C -0.393 1.941 -0.692
C -0.176 0.635 -1.661
C -1.169 -0.653 -1.400
C -2.369 -0.682 -0.234
C -2.531 0.636 0.745
P -3.865 0.618 2.154
C -5.451 1.293 1.260
O -4.118 -0.986 2.779
C -1.537 1.965 0.530
P -1.603 3.571 1.546
O -0.161 4.072 2.068
O -2.644 3.575 2.928
O -2.209 4.835 0.459
C -3.273 -2.045 -0.187
O -4.588 -2.138 0.014
C -2.460 -3.475 -0.490
C -2.815 -4.899 0.287
O -1.686 -5.462 1.046
C -1.105 -4.417 1.907
C -1.356 -3.438 -1.532
P -0.308 -5.011 -1.938
N 1.391 -4.498 -1.558
O -0.310 -5.370 -3.643
C -0.981 -2.023 -2.341
O -0.541 -1.974 -3.603
H 6.376 -1.577 0.759
H 4.575 -1.728 1.308
H 5.838 -0.755 2.416
H 5.180 0.036 -0.707
H 6.140 1.119 0.637
H 2.986 2.819 1.214
H 4.867 2.926 1.123
H 3.769 4.110 -1.007
H 5.034 2.739 -1.436
H 3.353 1.939 -2.995
H 2.561 1.162 -1.462
H 0.918 2.728 -3.193
H 1.952 4.219 -2.582
H -0.139 4.217 -0.998
H 1.278 3.418 -0.024
H 0.602 0.533 -2.534
H -6.253 0.458 1.080
H -5.859 2.148 1.965
H -5.167 1.828 0.236
H -5.024 -1.355 2.483
H -2.190 3.040 3.658
H -2.105 5.737 0.896
H -3.706 -4.674 1.049
H -3.198 -5.711 -0.487
H -1.946 -3.688 2.320
H -0.322 -3.790 1.279
H -0.635 -4.937 2.849
H 1.445 -3.464 -1.790
H 1.533 -4.518 -0.506
H 0.587 -5.062 -4.003
Ag -3.753 5.697 3.039
```

Summary:
- Spin multiplicity: 2
- ⟨S²⟩: 0.76
- HOMO-LUMO gap (spin up / spin down): 5.4 / 3.9 eV
- Total energy: -72975.967 eV
- HOMO level (spin up / spin down): -0.490 / -0.490 hartree
- LUMO (spin up / spin down): -7.880 / -9.452 eV
- Net charge: +2

***

ORCA calculation (ωB97M-V/def2-TZVPD) on C20H30AuBrN3O2S4SbSi as an isolated structure at a distorted geometry.

Structure (XYZ):
```
63
Properties=species:S:1:pos:R:3
Au -0.009 -1.528 0.322
S -3.971 -0.902 1.453
Sb -2.019 -2.129 2.312
S 0.109 -1.092 2.635
S -1.249 -3.640 0.571
S -2.463 -3.055 4.366
C -2.117 0.162 -1.795
Si -1.171 -1.110 -2.738
C -0.731 -0.339 -4.372
C -2.007 -2.737 -3.194
N 0.167 -1.451 -1.683
C 1.329 -1.872 -2.216
C 1.796 -3.193 -1.871
C 2.804 -3.746 -2.603
C 3.441 -3.012 -3.625
C 3.075 -1.726 -3.876
C 2.016 -1.168 -3.224
H -2.522 -0.120 -0.749
H -3.067 0.277 -2.397
H -1.557 1.106 -1.796
H -1.644 -0.307 -5.052
H 0.055 -0.914 -4.909
H -0.293 0.678 -4.266
H -3.034 -2.568 -3.538
H -1.961 -3.433 -2.323
H -1.387 -3.216 -4.023
H 1.377 -3.660 -1.006
H 3.213 -4.728 -2.358
H 4.177 -3.453 -4.273
H 3.588 -1.109 -4.661
H 1.637 -0.222 -3.500
Br 5.461 -2.993 1.092
C 4.630 -1.466 1.767
C 5.352 -0.690 2.687
C 4.868 0.603 2.983
C 3.679 1.092 2.405
C 3.008 0.286 1.467
C 3.416 -1.003 1.210
C 1.818 0.979 0.854
O 1.575 2.177 0.998
O 1.015 0.261 0.117
H 6.334 -1.044 3.017
H 5.427 1.253 3.659
H 3.430 2.151 2.596
H 2.928 -1.622 0.468
C -4.553 3.038 2.015
C -3.007 3.108 2.216
C -2.613 2.989 3.710
C -2.532 4.411 1.508
N -2.571 1.962 1.510
N -1.285 1.902 1.416
H -5.029 3.869 2.550
H -4.913 2.087 2.421
H -4.779 3.108 0.954
H -3.435 2.653 4.381
H -2.332 4.006 4.071
H -1.758 2.363 3.840
H -2.867 5.277 2.056
H -2.906 4.316 0.471
H -1.434 4.379 1.576
H -3.052 1.032 1.622
H -0.805 1.117 0.919
H -0.653 2.605 1.834
```

Summary:
- Spin multiplicity: 3
- ⟨S²⟩: 2.01
- HOMO-LUMO gap (spin up / spin down): 4.4 / 5.4 eV
- Total energy: -161284.924 eV
- HOMO level (spin up / spin down): -0.010 / -0.060 hartree
- LUMO (spin up / spin down): 4.073 / 3.722 eV
- Net charge: -2

***

ORCA calculation (ωB97M-V/def2-TZVPD) on C20H30Br2N5ORh as an isolated structure at a distorted geometry.

Structure (XYZ):
```
59
Properties=species:S:1:pos:R:3
Rh -0.066 -0.084 -0.071
C 0.902 3.073 -1.883
C -0.601 2.776 -1.682
N -1.001 1.995 -0.504
C -2.466 1.864 -0.486
C -2.943 0.672 0.351
N -2.260 -0.575 -0.015
C -2.877 -1.432 -1.037
C -2.861 -0.887 -2.460
C -1.491 -0.834 -3.165
N -0.296 -0.689 -2.319
C 0.792 -0.045 -3.056
C 2.049 0.109 -2.201
N 1.803 0.862 -0.965
C 1.925 2.323 -1.030
H 1.079 4.132 -1.684
H 1.140 2.924 -2.936
H -0.984 2.232 -2.549
H -1.122 3.742 -1.657
H -0.716 2.507 0.330
H -2.797 1.728 -1.515
H -2.946 2.775 -0.106
H -4.029 0.586 0.225
H -2.745 0.865 1.411
H -2.200 -1.155 0.825
H -3.926 -1.607 -0.768
H -2.357 -2.393 -1.002
H -3.338 0.090 -2.480
H -3.496 -1.547 -3.052
H -1.519 0.005 -3.865
H -1.378 -1.744 -3.762
H 0.018 -1.622 -2.048
H 0.440 0.932 -3.380
H 1.059 -0.617 -3.955
H 2.823 0.590 -2.809
H 2.395 -0.891 -1.917
H 2.508 0.562 -0.292
H 2.916 2.598 -1.415
H 1.867 2.690 -0.002
C 0.337 1.916 2.790
C 0.785 0.522 3.061
C 1.144 0.163 4.368
C 1.600 -1.100 4.638
C 1.684 -2.035 3.590
C 2.168 -3.369 3.733
Br 2.772 -3.995 5.408
C 2.215 -4.233 2.651
C 1.784 -3.826 1.401
Br 1.809 -5.005 -0.068
C 1.271 -2.511 1.171
O 0.826 -2.150 0.057
C 1.264 -1.606 2.310
N 0.837 -0.350 2.064
H 0.632 2.571 3.606
H -0.751 1.947 2.715
H 0.778 2.266 1.857
H 1.060 0.899 5.150
H 1.885 -1.377 5.640
H 2.597 -5.234 2.784
```

Summary:
- HOMO-LUMO gap: 4.7 eV
- Total energy: -173803.988 eV
- HOMO level: -0.461 hartree
- LUMO: -7.885 eV
- Net charge: +2